1.
Entry from OMol25: a molecular structure, C40H31N8O2PbS (wB97M-V/def2-TZVPD).

Geometry as XYZ:
```
83
Properties=species:S:1:pos:R:3:lowdin_charge:R:1
Pb -0.0592 -0.0363 0.5289 1.251
C -4.7306 -2.2952 0.1549 0.004
C -3.5568 -1.7473 0.7021 -0.085
N -2.3468 -1.9234 0.2053 0.065
C -2.2323 -2.6833 -0.9040 -0.153
C -3.3530 -3.2194 -1.5693 -0.127
C -4.6316 -3.0137 -1.0010 0.040
C -3.1818 -3.9438 -2.7726 0.069
C -1.9344 -4.1542 -3.3252 -0.009
C -0.8112 -3.7257 -2.6367 0.030
C -0.9173 -3.0469 -1.4000 -0.199
N 0.1507 -2.6683 -0.6870 0.148
C 1.3069 -3.3110 -0.6866 -0.176
C 1.4333 -4.6913 -1.0329 0.061
C 2.6494 -5.3422 -1.0113 0.001
C 3.7726 -4.6484 -0.5972 0.083
C 3.7107 -3.3043 -0.1592 -0.123
C 4.8584 -2.6371 0.3217 0.049
C 4.7375 -1.3497 0.7671 0.008
C 3.4741 -0.7476 0.7129 -0.079
N 2.3844 -1.3394 0.2464 0.037
C 2.4830 -2.6132 -0.1742 -0.144
H -5.6814 -2.1260 0.6398 0.129
H -3.6271 -1.1179 1.5824 0.113
H -5.5077 -3.4321 -1.4809 0.141
H -4.0638 -4.3109 -3.2853 0.144
H -1.8348 -4.6427 -4.2842 0.133
H 0.1689 -3.8301 -3.0854 0.132
H 0.5306 -5.2604 -1.2110 0.134
H 2.7164 -6.3929 -1.2555 0.137
H 4.7277 -5.1603 -0.5515 0.147
H 5.8114 -3.1514 0.3355 0.143
H 5.5837 -0.7979 1.1502 0.130
H 3.3404 0.2731 1.0567 0.112
C 2.6295 5.0092 1.1080 -0.009
N 2.5737 4.0210 2.1871 -0.113
C 3.3179 4.0861 3.3487 0.003
C 2.9806 3.0256 4.0951 -0.010
N 2.0160 2.3040 3.3844 0.021
C 1.7824 2.9356 2.1966 -0.659
S 0.7370 2.6085 0.8846 0.601
C 1.3285 1.2058 3.9807 -0.248
C 1.2083 1.1730 5.3663 0.024
C 0.6413 0.0568 5.9495 -0.009
C 0.1992 -0.9814 5.1403 -0.027
C 0.3203 -0.8250 3.7761 -0.162
N 0.8695 0.2488 3.1899 0.021
H 3.3759 5.7496 1.3784 0.104
H 1.6584 5.4844 0.9949 0.099
H 2.9082 4.5199 0.1780 0.090
H 4.0268 4.8749 3.5282 0.144
H 3.3641 2.6898 5.0401 0.134
H 1.5251 2.0056 5.9761 0.124
H 0.5398 0.0035 7.0252 0.132
H -0.2413 -1.8763 5.5552 0.122
H -0.0452 -1.5996 3.1069 0.087
O -5.5678 4.5630 4.1042 0.141
C -4.6595 5.0289 3.2226 -0.480
O -4.2933 6.1634 3.2476 0.167
C -4.0681 4.0300 2.2667 -0.118
C -3.8094 4.4526 0.9675 0.027
C -3.1665 3.6153 0.0730 0.006
C -2.7552 2.3554 0.4942 -0.297
C -2.9829 1.9389 1.7996 -0.037
C -3.6636 2.7647 2.6795 -0.001
N -2.0006 1.4968 -0.3556 -0.019
C -2.2466 1.4408 -1.5983 -0.063
C -1.3325 0.7386 -2.5269 -0.249
C -1.6312 0.6784 -3.8778 0.020
C -0.6972 0.1328 -4.7498 -0.006
C 0.5058 -0.3237 -4.2388 -0.018
C 0.7174 -0.2426 -2.8694 -0.124
N -0.1778 0.2678 -2.0270 0.002
H -5.8520 3.6710 3.8670 0.115
H -4.0896 5.4563 0.6768 0.140
H -2.9314 3.9683 -0.9229 0.123
H -2.6155 0.9748 2.1352 0.086
H -3.8351 2.4444 3.7001 0.129
H -3.0988 1.9544 -2.0469 0.146
H -2.5683 1.0756 -4.2453 0.132
H -0.8980 0.0886 -5.8121 0.131
H 1.2795 -0.7174 -4.8831 0.124
H 1.6500 -0.5829 -2.4322 0.110
```

## Properties
charge: +3
LUMO energy: -0.4004 Eh
multiplicity: 1
ΔE to the lowest compared entry with this formula, charge and spin: 43.8 kJ/mol
E_HOMO: -15.26 eV

2.
Entry from OMol25: a molecular structure, C23H19N6O4SSeZr in a non-equilibrium geometry (wB97M-V/def2-TZVPD).

Geometry as XYZ:
```
55
Properties=species:S:1:pos:R:3:nbo_charge:R:1
Zr -0.3265 0.3811 0.4942 2.216
O 3.6536 -0.8534 0.3246 -0.565
C 2.6214 -0.1996 0.4600 0.780
O 1.4755 -0.5886 -0.0481 -0.858
C 2.6149 1.1360 1.3048 0.138
C 3.6607 1.6930 2.0291 -0.186
C 3.4125 2.8716 2.7497 -0.118
C 2.1209 3.3584 2.8076 -0.196
C 1.0861 2.7362 2.0927 0.132
N 1.3538 1.6116 1.3576 -0.581
C -0.3813 3.1975 1.8518 0.766
O -0.8724 4.2533 2.1661 -0.518
O -1.0193 2.2543 1.2007 -0.847
H 4.5836 1.1500 2.1253 0.264
H 4.2892 3.3621 3.2303 0.254
H 1.8749 4.1798 3.4937 0.262
N 0.0532 -1.6484 -2.3878 -0.788
C 0.1721 -0.3439 -2.7170 0.331
N -0.2976 0.6162 -1.9256 -0.657
C 0.0930 1.9308 -2.4108 0.119
C -0.0536 3.1264 -1.7680 -0.241
C 0.3470 4.2501 -2.4958 -0.174
C 1.0851 4.1704 -3.6866 -0.207
C 1.4143 2.9432 -4.2067 -0.172
C 0.8681 1.8117 -3.5830 -0.252
S 0.9598 0.2162 -4.1847 0.454
H 0.4010 -1.8810 -1.4651 0.432
H 0.4198 -2.2849 -3.1250 0.414
H -0.5611 3.2269 -0.8402 0.240
H -0.0115 5.1965 -2.1181 0.233
H 1.3065 5.0582 -4.2845 0.240
H 2.0482 2.7723 -5.0827 0.234
C -5.2534 -1.7293 1.3074 -0.430
N -4.2010 -1.1702 0.4812 -0.315
C -4.0789 -1.2074 -0.9083 -0.046
C -3.0589 -0.3827 -1.1973 -0.063
N -2.4733 0.0937 0.0083 -0.657
C -3.2095 -0.3878 0.9905 0.263
H -4.8620 -2.2745 2.1842 0.239
H -5.8119 -2.4959 0.7250 0.233
H -6.0536 -0.9994 1.5647 0.233
H -4.8453 -1.7242 -1.5198 0.255
H -2.7486 -0.0283 -2.1754 0.250
H -3.0989 -0.1605 2.0331 0.246
Se -0.0835 -1.6106 2.4597 -0.209
C 0.7162 -3.2911 1.8257 -0.122
C -0.0592 -4.4644 1.9953 -0.283
C 0.4175 -5.6791 1.4575 0.046
N 1.4541 -5.7084 0.6187 -0.410
C 2.2544 -4.6333 0.5524 0.029
C 1.9531 -3.4290 1.1700 -0.296
H -1.0412 -4.4402 2.4351 0.224
H -0.0699 -6.6215 1.6872 0.204
H 3.1264 -4.7926 -0.0877 0.210
H 2.6359 -2.5674 1.0340 0.253
```

## Properties
charge: +1
LUMO energy: -0.1504 Eh
multiplicity: 1
ΔE to the lowest compared entry with this formula, charge and spin: 70.8 kJ/mol
E_HOMO: -11.07 eV

Among the records above, which one has the lowest charge?
C23H19N6O4SSeZr

charge of number 1 (C40H31N8O2PbS)?
+3